1.
Density functional theory data (ωB97M-V/def2-TZVPD) for a cluster of 2 separate species, C5H10O in total.

Geometry as XYZ:
```
16
Properties=species:S:1:pos:R:3:nbo_charge:R:1
O 0.545 -0.829 4.435 -0.925
C -0.088 -0.950 -0.831 -0.152
C -1.083 2.262 -2.040 -0.454
C 0.448 -1.688 0.242 -0.414
C -0.498 1.028 -2.211 -0.121
C 0.389 0.360 -1.191 -0.514
H -2.105 2.442 -2.440 0.227
H 1.218 0.187 -1.792 0.231
H 0.219 -2.816 0.462 0.214
H -0.810 -1.385 -1.452 0.193
H 0.845 -1.045 1.016 0.195
H 1.308 -1.055 4.969 0.462
H 0.551 1.002 -0.322 0.216
H -0.694 0.365 -3.069 0.186
H 0.729 0.205 4.410 0.463
H -0.627 2.666 -1.077 0.193
```

The HOMO energy comes out at -8.95 eV. As for the spin multiplicity: 1. For the orbital gap, the calculation gives 9.7164 eV. Its energy above the lowest of the compared OMol25 structures with the same formula, charge and spin is 3.371 eV.

2.
Density functional theory data (ωB97M-V/def2-TZVPD) for the molecule C7H10O.

Geometry as XYZ:
```
18
Properties=species:S:1:pos:R:3:nbo_charge:R:1
O -1.353 -0.054 -1.343 -0.518
C 0.187 1.846 0.153 -0.373
C 0.279 0.318 0.275 -0.152
C -1.607 -1.092 -0.219 -0.100
C -0.590 -0.762 0.859 -0.458
C 1.371 -0.074 -0.651 -0.189
C 2.374 -0.796 -0.312 -0.385
C -0.855 1.015 -0.436 0.070
H -1.161 -0.125 1.609 0.229
H 3.454 -1.194 -0.754 0.226
H -0.371 2.580 0.871 0.237
H -1.781 1.287 0.236 0.161
H -0.153 -1.682 1.477 0.234
H -2.720 -0.891 0.109 0.185
H 1.686 0.577 -1.457 0.198
H 1.025 2.534 -0.234 0.247
H 2.022 -1.226 0.551 0.172
H -1.806 -2.261 -0.735 0.216
```

The HOMO energy comes out at -8.67 eV. As for the spin multiplicity: 1. For the orbital gap, the calculation gives 9.6044 eV. Its energy above the lowest of the compared OMol25 structures with the same formula, charge and spin is 8.039 eV.

3.
Density functional theory data (ωB97M-V/def2-TZVPD) for the molecule C18H24N4OS2.

Geometry as XYZ:
```
49
Properties=species:S:1:pos:R:3:nbo_charge:R:1
S 0.657 -2.263 0.411 -0.302
S 1.722 2.823 -0.339 0.307
O -3.933 -1.449 1.440 -0.494
N 2.984 -1.043 0.248 -0.440
N 1.765 -1.250 -1.728 -0.595
N 0.374 1.240 1.182 -0.518
N 2.682 1.147 1.596 -0.435
C -3.551 -0.219 1.006 0.314
C -2.968 2.334 0.043 -0.246
C -2.935 -2.333 1.900 -0.256
C 3.870 0.013 -0.209 -0.233
C 3.097 -1.260 1.676 -0.247
C 1.851 -1.444 -0.396 0.323
C -0.541 1.890 0.402 0.118
C -2.239 0.231 0.975 -0.321
C -1.735 -0.604 -3.091 -0.607
C 1.580 1.591 0.933 0.299
C -0.432 -0.318 -2.362 -0.411
C 2.513 -0.043 2.419 -0.240
C 0.548 -1.489 -2.472 -0.222
C 3.931 1.125 0.871 -0.229
C -4.277 1.886 0.090 -0.197
C -1.945 1.503 0.485 0.032
C -4.573 0.622 0.559 -0.250
C -0.002 2.787 -0.470 -0.455
H 3.025 0.112 3.373 0.199
H -5.588 0.260 0.591 0.220
H 4.870 -0.395 -0.395 0.204
H 2.460 -0.687 -2.191 0.389
H -2.210 -1.491 -2.679 0.208
H -2.434 -1.940 2.790 0.177
H -2.745 3.325 -0.321 0.207
H -2.419 0.233 -2.976 0.217
H 4.729 0.935 1.591 0.211
H 0.032 0.586 -2.766 0.190
H 3.497 0.452 -1.135 0.202
H 4.107 2.096 0.406 0.222
H 0.821 -1.669 -3.514 0.193
H 1.446 -0.175 2.592 0.259
H -0.643 -0.146 -1.306 0.225
H -1.558 -0.767 -4.153 0.196
H 0.082 -2.390 -2.066 0.234
H -0.489 3.402 -1.197 0.240
H -2.186 -2.539 1.130 0.191
H -1.420 -0.388 1.304 0.255
H -5.076 2.529 -0.247 0.212
H 4.157 -1.398 1.907 0.191
H -3.455 -3.255 2.155 0.196
H 2.553 -2.166 1.940 0.266
```

The HOMO energy comes out at -7.68 eV. As for the spin multiplicity: 1. For the orbital gap, the calculation gives 8.0891 eV. Its energy above the lowest of the compared OMol25 structures with the same formula, charge and spin is 0.000 eV.

4.
Density functional theory data (ωB97M-V/def2-TZVPD) for a cluster of 5 separate species, C24H29N5O8 in total.

Geometry as XYZ:
```
66
Properties=species:S:1:pos:R:3:nbo_charge:R:1
O 3.753 -5.296 0.029 -0.599
O 0.152 6.033 -2.553 -0.465
O -1.361 -1.440 2.258 -0.397
O -0.761 -1.218 4.280 -0.354
O -1.133 -2.446 -3.899 -0.315
O 1.233 4.208 -3.021 -0.297
O -3.858 4.621 4.235 -0.639
O -0.218 -3.198 -2.106 -0.424
N 1.193 5.364 -3.050 0.490
N -1.007 -1.890 3.328 0.509
N -0.602 -2.307 -2.884 0.524
N -2.419 3.102 3.562 -0.421
N 1.531 -5.891 -0.067 -0.441
C -1.983 3.894 2.364 -0.394
C 3.249 5.449 -4.509 -0.158
C -0.475 -5.529 5.186 -0.156
C 4.139 6.200 -5.494 -0.222
C -0.740 0.927 -0.529 -0.214
C 2.450 8.238 -5.515 -0.241
C 2.821 -5.913 -0.414 0.559
C 3.755 7.574 -5.905 -0.110
C -1.278 -6.220 4.189 -0.218
C -0.785 1.782 -2.911 -0.146
C -0.526 -0.618 -0.949 -0.141
C 0.537 -6.755 -0.571 -0.412
C 1.737 7.574 -4.418 -0.130
C 1.004 -4.774 0.714 -0.439
C -1.917 -4.266 2.604 -0.163
C -0.223 -3.978 4.762 -0.190
C -1.936 -5.704 3.177 -0.219
C 2.032 6.156 -3.875 -0.002
C -0.387 0.358 -3.343 -0.185
C -3.328 3.512 4.471 0.500
C -1.680 1.832 3.733 -0.334
C -1.077 -3.348 3.575 0.003
C -0.798 2.000 -1.377 -0.220
C -0.654 -0.919 -2.381 0.009
H 4.987 5.787 -5.824 0.206
H -1.524 3.331 1.507 0.203
H -0.451 1.299 0.558 0.224
H -1.300 4.890 2.697 0.193
H 0.195 -6.344 -1.674 0.180
H -3.727 2.807 5.168 0.142
H 4.276 8.010 -6.574 0.177
H -0.421 -6.972 -0.218 0.229
H -2.511 -3.925 1.690 0.272
H -0.777 2.588 -3.599 0.224
H -0.893 3.010 -0.858 0.236
H 3.759 4.295 -4.274 0.266
H -2.540 0.971 3.769 0.179
H -0.117 -5.840 6.104 0.220
H 0.599 -3.991 0.245 0.204
H 2.289 9.143 -6.136 0.248
H 2.952 -6.864 -1.062 0.080
H 0.362 -4.906 1.638 0.204
H -1.163 1.805 4.644 0.195
H -1.273 -7.343 4.374 0.227
H -2.479 -6.344 2.589 0.213
H 0.909 8.050 -3.938 0.241
H -0.424 -1.360 -0.202 0.236
H 1.025 -7.699 -0.818 0.206
H 1.759 -4.224 1.197 0.229
H -1.150 1.649 3.050 0.163
H -0.681 0.244 -4.261 0.185
H -2.724 4.428 2.033 0.211
H 0.587 -3.597 5.478 0.256
```

The HOMO energy comes out at -8.79 eV. As for the spin multiplicity: 1. For the orbital gap, the calculation gives 7.3964 eV. Its energy above the lowest of the compared OMol25 structures with the same formula, charge and spin is 13.877 eV.

Question: Number 2 is which compound?
Answer: C7H10O